Record 1
ORCA calculation (ωB97M-V/def2-TZVPD) on 9 unconnected molecules or ions with the total composition C6H28NO9 at a distorted geometry.

## Properties
E	-26593.57370	eV
frontier orbital gap	8.91	eV
E_HOMO	-6.0	eV
E_LUMO	2.954	eV
relative energy (zero: lowest compared OMol25 entry of this formula, charge and spin)	54.8	kcal/mol

```
! wB97M-V def2-TZVPD RIJCOSX def2/J DEFGRID3
* xyz -1 1
H -0.981 2.295 1.106
H -2.913 0.119 1.897
H -3.408 1.888 -0.961
H -2.576 2.699 1.703
N -2.347 0.596 1.158
H 2.635 -1.160 2.177
H 2.055 1.590 0.420
H 2.220 -1.417 3.408
H -1.544 1.876 2.709
H 3.570 -1.884 -1.988
O -3.089 1.808 -1.846
H 1.414 -0.324 -2.349
H 0.602 2.018 -1.193
O 0.582 -0.589 1.869
H -2.864 -1.928 0.754
O 3.899 -1.928 -1.055
H 1.003 -0.244 1.062
H 3.537 -1.115 -0.674
H 1.510 0.506 3.449
O 2.741 0.789 -2.239
H -0.763 0.189 -0.118
H 0.184 -1.096 -2.225
C -1.420 -0.396 0.567
C -1.828 1.876 1.678
H -1.132 -1.102 2.763
O 1.041 -1.180 -2.643
C -2.249 -1.574 -0.069
O -0.194 2.587 -1.470
O 1.399 1.121 -0.073
C -2.606 -1.417 -2.555
H -0.842 2.159 -0.908
C -2.960 -1.161 -1.313
H 2.252 1.040 -1.408
C -0.674 -1.210 1.710
H 2.845 1.504 -2.865
O 2.071 1.296 3.390
H 2.415 1.085 2.500
H -1.455 -2.277 -0.345
O 2.871 -1.851 2.860
H -2.337 2.364 -2.078
H -3.908 -0.642 -1.034
H -2.946 -1.017 -3.500
H -0.459 -2.265 1.491
H -1.764 -2.049 -2.842
*
```

***

Record 2
ORCA calculation (ωB97M-V/def2-TZVPD) on 8 unconnected molecules or ions with the total composition C6H28O8 at a distorted geometry.

## Properties
E	-23054.20594	eV
frontier orbital gap	10.94	eV
E_HOMO	-10.3	eV
E_LUMO	0.679	eV
relative energy (zero: lowest compared OMol25 entry of this formula, charge and spin)	77.5	kcal/mol
structure (SMILES)	CO.CO.CO.CO.CO.CO.O.O

```
! wB97M-V def2-TZVPD RIJCOSX def2/J DEFGRID3
* xyz 0 1
H 11.415 6.480 8.175
H 5.505 5.852 4.461
H 7.729 5.809 6.165
O 7.788 9.439 5.780
H 12.643 8.344 9.972
O 10.712 8.867 9.311
O 6.793 5.646 5.982
H 6.156 10.597 6.369
O 9.693 6.215 7.170
H 9.049 8.114 9.570
H 7.131 5.175 3.974
H 12.117 10.988 6.356
O 8.552 7.298 9.647
H 10.634 9.388 8.467
H 7.628 7.394 9.416
C 5.291 8.271 7.767
H 11.720 9.533 5.374
H 10.609 6.885 4.625
H 9.588 9.982 6.437
H 4.753 7.627 8.401
H 4.910 8.309 6.739
H 11.959 6.460 5.023
H 7.712 11.312 6.778
H 10.928 4.739 8.041
C 11.935 9.207 10.004
H 6.909 6.904 4.426
H 11.747 9.406 11.064
O 6.593 7.710 7.715
H 9.343 6.585 8.005
H 11.619 5.537 6.678
H 10.926 11.109 5.036
H 7.588 8.907 6.528
H 6.565 6.916 7.142
O 11.509 6.869 4.295
H 5.376 9.340 8.137
O 10.367 10.272 6.930
C 7.172 10.679 6.048
C 6.566 5.886 4.611
H 7.140 11.210 5.084
C 10.984 5.698 7.544
C 11.304 10.460 5.859
H 12.393 10.063 9.543
*
```

***

Record 3
ORCA calculation (ωB97M-V/def2-TZVPD) on 11 unconnected molecules or ions with the total composition C6H29O12 at a distorted geometry.

## Properties
E	-31265.81653	eV
frontier orbital gap	8.82	eV
E_HOMO	-6.4	eV
E_LUMO	2.460	eV
relative energy (zero: lowest compared OMol25 entry of this formula, charge and spin)	2.8	kcal/mol

```
! wB97M-V def2-TZVPD RIJCOSX def2/J DEFGRID3
* xyz -1 1
H 0.552 -2.810 -0.638
H 4.124 -0.048 -1.111
H -1.273 2.615 1.152
H -2.845 -1.798 -1.658
H -3.388 2.849 0.836
H -0.750 -2.376 4.567
C 0.582 -1.709 -0.868
H 4.360 1.184 -0.286
O 2.423 -0.303 -1.167
H 0.140 2.353 1.796
C -0.198 -1.931 2.479
H -1.077 -1.210 0.333
O -3.799 -1.635 -1.456
C -0.033 -0.871 0.250
O 1.511 1.127 -3.120
H -3.960 -0.771 -2.005
H 3.755 -2.060 1.209
H -0.597 1.845 -1.476
O 2.884 -2.502 -0.857
O -1.064 1.879 -2.309
H -0.331 1.645 -2.988
H -0.393 -0.702 4.201
H 2.247 1.697 -2.964
O 4.012 -1.298 1.730
H -3.973 1.699 -2.418
H 0.117 -1.625 -1.854
O -2.823 2.207 1.293
H -0.334 -2.912 1.989
H -0.086 0.197 -0.109
O 2.490 2.239 -0.233
C -0.531 -1.686 3.740
H 4.220 -0.604 1.092
H -4.005 -0.807 1.312
O -0.355 2.985 1.292
O -3.546 0.917 -2.110
H -2.567 1.099 -2.320
H 1.679 2.584 0.119
O -4.145 -0.039 0.734
H 1.712 0.369 -2.505
H 1.681 -1.602 1.455
H -3.294 1.368 1.140
O 4.778 0.343 -0.465
C 0.693 -1.081 1.600
H 2.269 1.301 -0.412
C 2.119 -1.561 -0.961
H -3.896 -0.478 -0.123
H 0.912 -0.085 2.096
*
```

***

Record 4
ORCA calculation (ωB97M-V/def2-TZVPD) on C6H2Cl2N2S in the gas phase at a distorted geometry.

## Properties
E	-45113.04855	eV
frontier orbital gap	8.92	eV
E_HOMO	-9.4	eV
E_LUMO	-0.529	eV
relative energy (zero: lowest compared OMol25 entry of this formula, charge and spin)	4.6	kcal/mol
structure (SMILES)	Clc1nc(Cl)c2sccc2n1

```
! wB97M-V def2-TZVPD RIJCOSX def2/J DEFGRID3
* xyz 0 1
C 1.576 -2.157 -0.397
C 0.825 0.084 -0.223
Cl 0.053 2.841 -0.193
C 2.752 -1.528 0.097
S 2.610 0.205 0.427
Cl -3.262 -0.757 0.289
H 3.641 -1.957 0.301
H 1.528 -3.251 -0.376
C -1.590 -0.643 -0.062
C -0.221 1.146 -0.146
C 0.525 -1.296 -0.328
N -1.373 0.660 0.103
N -0.853 -1.681 -0.393
*
```

***

Record 5
ORCA calculation (ωB97M-V/def2-TZVPD) on C6H2N6 in the gas phase at a distorted geometry.

## Properties
E	-15190.09868	eV
frontier orbital gap	10.43	eV
E_HOMO	-11.3	eV
E_LUMO	-0.894	eV
structure (SMILES)	[H]/N=C(/C#N)[C@H](C#N)N(C#N)C#N

```
! wB97M-V def2-TZVPD RIJCOSX def2/J DEFGRID3
* xyz 0 1
N 2.450 1.700 -1.392
C -2.512 0.420 -0.115
N -0.333 -2.713 -0.520
N 1.326 0.076 -0.020
N -3.487 0.107 -0.562
N 1.999 -1.730 1.490
C -0.171 -0.151 -0.530
C 1.731 -0.857 0.795
H -0.279 0.377 -1.497
N -1.055 1.241 1.368
C -0.304 -1.574 -0.583
C -1.185 0.526 0.375
C 1.983 0.971 -0.671
H -0.164 1.606 1.864
*
```

***

Record 6
ORCA calculation (ωB97M-V/def2-TZVPD) on 8 unconnected molecules or ions with the total composition C6H30N2O7 at a distorted geometry.

## Properties
E	-24020.98816	eV
frontier orbital gap	9.04	eV
E_HOMO	-8.7	eV
E_LUMO	0.335	eV
relative energy (zero: lowest compared OMol25 entry of this formula, charge and spin)	48.7	kcal/mol
structure (SMILES)	CCCN(C)CCN.O.O.O.O.O.O.O

```
! wB97M-V def2-TZVPD RIJCOSX def2/J DEFGRID3
* xyz 0 1
H -3.177 1.928 0.410
C -2.436 2.348 1.091
H 0.938 2.942 -1.934
H 1.028 -0.495 0.003
H -0.765 0.811 0.432
H 2.434 3.461 0.839
H -0.463 -2.464 0.199
H -1.530 -1.928 -2.703
H -2.120 1.694 1.903
H -2.943 3.173 1.600
C -1.245 2.815 0.251
O -2.450 -1.895 0.410
O 1.967 4.265 1.088
C 1.485 2.069 -1.590
N 0.936 1.653 -0.303
H -1.448 0.240 -4.094
H -0.675 -2.132 3.617
H -0.974 1.272 -1.277
O 1.179 -2.341 -2.794
H 2.564 2.218 -1.471
H -2.864 -1.043 0.575
H 1.502 1.262 -2.336
H -0.463 -0.938 -4.253
O -1.169 -2.877 3.272
N 2.059 -0.702 2.366
H -0.593 -3.366 2.674
H -2.314 -2.361 1.247
O 0.128 -2.709 0.921
O -1.497 -2.773 -2.227
H -2.160 -2.758 -1.528
C 1.704 0.578 1.770
H 1.922 -2.948 -2.683
O -0.901 -0.379 -3.600
C 1.526 0.445 0.245
H -0.510 3.352 0.844
H 2.544 1.245 1.942
H 1.332 -1.356 2.638
H 0.838 -2.068 1.015
C -0.529 1.561 -0.324
H 2.545 0.436 -0.145
H -1.608 3.510 -0.506
H 0.543 -2.743 -2.174
H 1.170 4.217 0.556
H 2.587 -0.725 3.230
H 0.793 0.975 2.228
*
```